# 1
# C19H22IrN6O2S2

A molecular structure, C19H22IrN6O2S2 (the ωB97M-V functional and the def2-TZVPD basis, the OMol25 dataset).

```
52
Properties=species:S:1:pos:R:3
Ir -1.29 -0.66 -0.18
H -2.54 -2.58 1.88
H -0.11 -6.09 1.81
H -1.84 -4.30 -1.91
H -2.57 -3.23 -3.13
C -3.02 3.52 1.23
C 2.13 -2.09 -3.10
C 0.35 -3.16 0.18
H -1.74 -4.71 -3.64
C -1.42 -4.40 1.93
H 3.45 6.14 3.20
C 0.59 -4.46 0.60
C -1.68 1.87 0.50
H 4.09 4.71 3.88
C 2.90 4.41 2.22
H 3.63 2.52 2.96
C -3.85 1.32 1.09
H 0.36 -3.73 -3.15
S -1.63 -0.78 -2.55
C -0.30 -5.08 1.47
H 1.07 -2.67 -0.47
C -0.30 -1.88 -2.81
H -2.10 -4.87 2.63
H -4.61 0.55 1.18
C -4.07 2.63 1.42
N 0.92 -1.35 -2.81
H 2.46 1.18 1.24
C 1.59 2.91 0.29
H 2.97 -1.41 -3.07
S 0.68 1.96 -0.84
H 1.47 -4.99 0.26
O 1.44 0.81 -1.25
H -3.14 4.57 1.46
N -2.66 0.93 0.62
N 3.57 5.15 3.15
N -0.55 1.27 0.04
H 0.83 4.77 -0.46
H 0.99 -0.38 -2.52
N -0.47 -3.17 -3.04
C -0.79 -2.48 0.61
H 2.31 -2.88 -2.36
C -1.67 -3.10 1.50
H 2.08 -2.53 -4.10
N -1.83 3.16 0.77
H 2.02 6.12 1.24
C -1.73 -3.90 -2.92
H -5.03 2.95 1.80
O 0.11 2.82 -1.84
C 1.45 4.29 0.29
C 3.02 3.01 2.21
C 2.11 5.04 1.24
C 2.36 2.26 1.26
```

Summary:
Total charge = +1
Spin multiplicity = 5
Expectation value of S² = 6.01
HOMO level (spin up / spin down) = -10.391 / -10.466 eV

Atom charges from the Löwdin analysis, given in e for atoms 1 to 2: 1.30 0.09

---

# 2
# C14H16N4O2Zn

A molecular structure, C14H16N4O2Zn (the ωB97M-V functional and the def2-TZVPD basis, the OMol25 dataset).

```
37
Properties=species:S:1:pos:R:3
C 0.86 -5.22 1.05
C -3.98 2.97 -0.22
H 0.81 -3.31 2.02
C 0.70 -3.85 1.09
H 0.03 4.27 0.39
N -1.99 1.66 0.04
H -1.99 3.62 -0.63
C 0.27 -3.85 -1.31
H 4.39 1.21 1.28
H 0.85 -6.98 -0.18
H -4.70 -0.13 0.91
N 0.13 -0.61 -0.05
H -5.83 2.01 0.29
Zn 0.02 1.37 -0.06
H 1.09 -5.76 1.96
O 1.98 1.56 0.10
C 2.55 2.66 0.01
C 0.43 -5.22 -1.33
H 0.19 4.06 -1.24
C -4.13 0.72 0.57
N 0.47 3.70 -0.33
H 0.33 -5.76 -2.26
C 0.41 -3.17 -0.10
H 2.33 4.69 -0.28
C -4.76 1.91 0.22
N 1.86 3.80 -0.20
C -2.76 0.63 0.46
H 5.67 2.06 0.37
H 0.04 -3.30 -2.22
C 0.72 -5.90 -0.16
H -4.42 3.92 -0.50
C 0.25 -1.76 -0.07
H -2.25 -0.28 0.73
H 4.55 0.96 -0.48
C -2.61 2.81 -0.29
O 3.82 2.84 0.10
C 4.67 1.67 0.33
```

Summary:
Total charge = +2
Spin multiplicity = 1
HOMO level = -15.154 eV

Atom charges from the Löwdin analysis, given in e for atoms 1 to 2: -0.04 -0.01

---

# 3
# C3H6N2O3S

C3H6N2O3S in the gas phase at a distorted geometry (the ωB97M-V functional and the def2-TZVPD basis, the OMol25 dataset).

```
15
Properties=species:S:1:pos:R:3
O -2.70 -0.47 -0.22
S 1.21 0.24 -0.20
H -1.78 0.96 1.84
O 1.38 -0.27 -1.55
H 1.61 -0.81 1.66
C -0.72 0.75 1.59
N 1.72 -1.09 0.72
O 2.03 1.37 0.14
C -1.59 -0.10 -0.56
H -0.36 -0.04 -2.17
C -0.45 0.30 0.32
H 0.10 0.90 2.30
H -1.86 -0.47 -2.48
H 2.64 -1.28 0.45
N -1.23 0.01 -1.86
```

Summary:
Energy above the lowest of the compared OMol25 structures with the same formula, charge and spin = 117.3 kJ/mol
SMILES = C=C(C(N)=O)S(N)(=O)=O
Spin multiplicity = 1
HOMO level = -10.517 eV

Atom charges from the Löwdin analysis, given in e for atoms 1 to 2: 0.08 0.64

---

# 4
# C10H11I

C10H11I in the gas phase at a distorted geometry (the ωB97M-V functional and the def2-TZVPD basis, the OMol25 dataset).

```
22
Properties=species:S:1:pos:R:3
C 1.95 -1.14 -0.09
H 1.61 -0.88 2.06
C -1.18 -0.84 -0.71
H -2.02 2.45 -0.93
C -1.83 0.39 -0.32
H -1.42 1.67 1.37
I -3.99 0.10 0.07
C 1.18 -0.70 1.08
H 0.97 -2.96 0.73
C -1.68 1.50 -1.34
H 0.74 1.14 0.07
C -1.13 0.68 1.03
C 2.90 -0.88 -0.95
H -1.48 -0.05 1.77
C 0.42 0.63 0.98
C 0.82 -1.99 0.28
H -2.25 1.28 -2.24
H -0.63 1.59 -1.63
H 3.09 -1.51 -1.80
H 3.53 -0.01 -0.84
H 0.77 1.24 1.82
C -0.38 -1.70 -0.42
```

Summary:
Energy above the lowest of the compared OMol25 structures with the same formula, charge and spin = 257.6 kJ/mol
SMILES = C=C1[C@H]2CC[C@](C)(I)C#C[C@@H]12
Spin multiplicity = 1
HOMO level = -9.027 eV

Atom charges from the Löwdin analysis, given in e for atoms 1 to 2: -0.24 0.14

---

# 5
# C37H34ClFeN9O4

A molecular structure, C37H34ClFeN9O4 (the ωB97M-V functional and the def2-TZVPD basis, the OMol25 dataset).

```
86
Properties=species:S:1:pos:R:3
C -4.26 1.15 1.04
C -0.17 4.81 0.91
C 0.11 -1.19 1.77
C 0.03 3.46 0.58
C 3.06 -3.56 0.08
C -0.40 4.14 3.20
H -5.34 0.41 3.31
C 0.67 -2.22 2.51
H 2.93 -2.99 1.00
H -4.62 2.03 1.60
C 0.67 3.05 -2.86
C -1.69 -2.66 -1.60
N -2.91 0.86 1.44
H 0.02 -4.04 -1.60
H -0.70 -1.39 1.08
H -2.55 -3.28 -1.77
H 0.28 -3.22 2.39
C -0.22 2.81 2.88
H -3.65 -1.04 4.18
N 0.30 3.01 -0.70
H -2.57 -0.61 -1.45
H -2.34 0.36 0.77
O -1.96 1.89 -1.28
H 2.08 1.35 2.82
C 0.58 0.13 1.88
O -3.40 3.15 -2.64
C 2.49 -0.64 -0.81
N 5.18 -7.73 -1.07
Fe 0.04 1.15 -0.95
H -0.23 2.07 3.66
H -6.24 0.20 1.09
C 3.90 -0.54 -0.57
H 4.59 -1.36 -0.57
C 2.51 -3.07 -1.10
C 0.38 -1.86 -1.32
C -0.04 2.41 1.53
H 2.75 2.52 -0.35
C 2.92 1.46 -0.46
H 3.49 -5.55 -3.20
C 2.67 -3.79 -2.28
C 1.76 -1.78 -1.09
C 1.73 -1.98 3.37
N 1.93 0.63 -0.74
C 3.74 -4.76 0.09
H 1.11 0.92 -5.97
H -5.71 -1.15 2.99
C -1.70 -1.25 -1.43
C 4.61 -6.73 -1.08
N -0.48 -0.77 -1.25
H -0.56 4.41 4.23
O -4.01 0.97 -2.01
C 0.98 3.69 -4.04
H 0.51 -0.08 -3.76
H 4.16 -5.15 1.01
H 2.25 -3.41 -3.20
C -3.65 -0.76 3.12
H 3.06 -0.47 4.13
C -0.39 5.15 2.22
C 1.66 0.36 2.74
H 5.12 1.24 -0.12
H -3.02 1.27 3.48
H -1.73 0.16 3.00
C 3.90 -5.48 -1.09
H 2.17 -2.78 3.94
C 1.00 1.55 -5.10
H 1.39 3.40 -6.12
H -4.29 1.41 -0.02
H -0.14 5.54 0.12
H -3.38 -1.63 2.52
H -4.89 -0.89 0.72
C 1.15 2.93 -5.18
C 0.67 0.98 -3.88
H -0.56 6.18 2.50
N 0.51 1.72 -2.79
C 2.22 -0.68 3.48
C 4.16 0.78 -0.34
N 0.02 1.13 1.09
C -0.37 -3.04 -1.53
N -5.07 -0.40 2.75
C -5.20 -0.02 1.29
N 0.51 3.79 -1.67
C -2.77 0.44 2.80
H 1.09 4.77 -4.04
C 3.36 -4.99 -2.28
Cl -2.92 1.83 -2.41
O -2.27 1.29 -3.56
```

Summary:
Energy above the lowest of the compared OMol25 structures with the same formula, charge and spin = 2.2 kJ/mol
Spin multiplicity = 1
HOMO level = -6.489 eV

Atom charges from the Löwdin analysis, given in e for atoms 1 to 2: -0.19 -0.02

---

# 6
# C6H10O

2 unconnected molecules or ions with the total composition C6H10O at a distorted geometry (the ωB97M-V functional and the def2-TZVPD basis, the OMol25 dataset).

```
17
Properties=species:S:1:pos:R:3
C 1.20 -0.09 -1.64
H -2.53 -2.42 2.28
H 4.12 3.92 -0.97
C -0.63 -0.62 0.03
C -1.46 -1.51 0.59
C 0.08 -0.81 -1.28
O 3.87 3.35 -1.69
H -0.36 0.21 0.77
H 1.62 -0.38 -2.60
C -2.30 -0.18 2.58
H -2.95 -0.19 3.53
H 4.01 2.47 -1.39
H -2.20 0.80 2.05
H 0.02 -1.84 -1.64
H 1.31 0.90 -1.13
C -2.29 -1.41 1.83
H -1.63 -2.49 0.06
```

Summary:
Energy above the lowest of the compared OMol25 structures with the same formula, charge and spin = 278.7 kJ/mol
SMILES = C=C/C=C/C=C.O
Spin multiplicity = 1
HOMO level = -8.337 eV

Atom charges from the Löwdin analysis, given in e for atoms 1 to 2: 0.00 0.10

---

# 7
# C24H49BNO4

2 unconnected molecules or ions with the total composition C24H49BNO4 at a distorted geometry (the ωB97M-V functional and the def2-TZVPD basis, the OMol25 dataset).

```
79
Properties=species:S:1:pos:R:3
H 1.45 4.00 -2.34
C 2.44 2.40 -1.16
H 0.53 5.35 -0.87
C -2.30 4.42 1.68
H -4.06 4.60 -1.32
C 2.45 3.70 -1.99
H 1.44 -1.83 2.50
H -1.64 -2.26 -1.62
H 2.69 -6.34 -1.94
H 3.49 -1.75 1.33
H -1.16 -2.47 0.03
H 0.46 2.12 -2.11
O -5.08 3.01 -0.50
H 0.86 -2.16 -1.28
N 1.63 -4.40 0.47
H 1.88 -5.85 1.97
H 0.27 -3.21 -2.52
H -5.37 7.47 1.82
H 3.42 -4.16 1.58
H 0.69 -1.51 0.96
C 1.15 1.55 -1.48
H -4.16 7.21 0.44
C 2.71 -2.27 0.78
H -1.24 3.04 2.97
H -1.44 -5.02 -0.27
C 0.81 -3.62 1.48
H 3.30 1.75 -1.38
H 0.60 -5.20 -1.19
C 3.00 -3.76 0.66
H -5.58 5.03 2.05
C -3.90 3.80 -0.56
H -5.57 2.70 -2.33
C -1.12 -2.96 -0.95
H -2.34 5.10 2.54
H 3.00 3.47 -2.92
H 3.64 -4.01 -0.18
B -3.65 4.54 0.84
C 0.36 1.14 -0.21
H -0.45 0.44 -0.48
C -1.92 -4.26 -0.90
H 3.04 -7.99 -1.52
C 2.66 -6.77 0.21
C -2.05 2.97 2.22
H 2.43 2.57 -0.07
O -5.14 2.20 -1.62
H -1.37 1.00 1.66
H 0.35 2.90 1.12
C 2.65 5.23 -0.21
C 1.20 5.66 -0.06
H -0.25 -3.74 1.29
H 1.01 -4.06 2.46
H -2.94 2.62 2.75
H -1.49 4.76 1.01
H 2.06 -4.32 -1.58
H 2.67 -1.81 -0.20
C -0.31 2.41 0.39
C -4.76 6.77 1.24
H 0.83 5.20 0.86
H 1.38 -7.43 -1.42
C 1.65 -5.85 0.90
C -1.58 1.96 1.15
C 1.35 -2.20 1.48
H -2.90 -4.08 -0.47
H 1.47 0.65 -2.02
H 1.04 0.66 0.52
H -3.05 3.20 -0.92
H 2.66 -7.70 0.78
H 1.18 6.74 0.11
O 3.35 5.27 0.72
H 3.67 -6.36 0.32
H -2.40 1.77 0.44
C -4.78 5.48 1.45
O 3.18 4.78 -1.39
H -2.05 -4.67 -1.90
C 2.42 -7.14 -1.25
C 1.16 -4.29 -0.97
C 0.33 -3.10 -1.44
H -0.58 3.09 -0.42
H 0.63 -6.23 0.78
```

Summary:
Total charge = +1
Spin multiplicity = 1
HOMO level = -11.055 eV

Atom charges from the Löwdin analysis, given in e for atoms 1 to 2: 0.11 -0.14

---

# 8
# C7H12BrNSi

C7H12BrNSi in the gas phase at a distorted geometry (the ωB97M-V functional and the def2-TZVPD basis, the OMol25 dataset).

```
22
Properties=species:S:1:pos:R:3
C 0.95 2.02 -0.23
N -3.06 0.11 -0.23
H 3.02 0.20 1.41
C -1.63 -1.43 0.14
Br -0.77 -3.15 0.26
H 2.44 -0.29 -1.81
H 0.93 2.57 0.74
C -0.87 -0.27 0.19
C 1.60 -0.85 -1.32
H 2.11 -0.99 2.30
H 0.86 -1.15 -2.13
C -1.85 0.68 -0.07
C -2.96 -1.23 -0.19
H -1.79 1.69 -0.12
H -3.87 0.58 -0.36
H 1.73 0.58 2.63
H -3.71 -2.03 -0.31
Si 0.95 0.11 0.15
H 1.87 -2.02 -1.17
H 0.16 2.34 -0.97
H 1.89 2.58 -0.67
C 2.00 -0.04 1.74
```

Summary:
Energy above the lowest of the compared OMol25 structures with the same formula, charge and spin = 55.4 kJ/mol
SMILES = C[Si](C)(C)c1c[nH]cc1Br
Spin multiplicity = 1
HOMO level = -8.412 eV

Atom charges from the Löwdin analysis, given in e for atoms 1 to 2: -0.20 0.03

---

# 9
# C20H33N4O4S

2 unconnected molecules or ions with the total composition C20H33N4O4S at a distorted geometry (the ωB97M-V functional and the def2-TZVPD basis, the OMol25 dataset).

```
62
Properties=species:S:1:pos:R:3
S -1.76 0.24 0.48
H -4.87 1.04 2.43
H 4.25 3.84 -0.53
C -2.93 -0.79 -0.55
H 2.46 -3.56 1.03
N -3.84 -1.97 -0.16
H 4.20 -1.25 -4.76
C 6.37 0.78 -1.60
H 2.13 0.90 -4.18
H 1.97 3.84 -1.66
H -3.64 -0.88 2.97
H 1.69 2.84 -3.23
C 2.66 0.07 -3.51
H 2.11 0.81 0.20
H -4.83 0.64 6.61
H -6.81 0.71 4.05
H 2.79 -3.56 -4.21
C 1.02 1.20 0.05
C -5.82 0.23 6.39
H 1.85 -0.33 -2.73
C 4.54 2.82 -1.03
O 2.73 -3.84 -1.30
O 4.51 -3.39 0.39
C 6.07 2.21 -0.86
H 0.54 -0.89 0.93
C 0.04 -0.15 0.14
H 7.42 0.23 -1.52
C -4.40 2.10 4.21
H 6.94 2.71 -0.25
H 0.81 1.96 0.94
O -5.74 -0.62 5.25
H 2.40 -1.19 -5.40
H -6.12 -0.38 7.25
C 2.60 -2.57 -3.59
H -3.94 1.95 5.20
C 3.42 1.99 -1.96
H 1.41 -2.50 -3.47
H -6.55 1.03 6.26
C 3.08 -1.22 -4.43
H -3.43 -0.44 4.50
H 0.07 -0.66 -0.94
N -4.64 -2.52 -1.19
C -5.93 0.05 4.01
H 5.46 -0.96 -3.01
H -6.18 -0.74 3.28
H -3.70 2.72 3.63
C 0.71 1.88 -1.41
H -4.83 -1.90 -3.45
N -3.48 -0.06 3.55
C 3.20 -3.59 0.09
C -4.68 0.79 3.48
C 1.94 2.73 -2.07
N 3.77 0.67 -2.68
H -5.32 2.68 4.36
H 4.40 -2.75 -2.15
H -0.19 2.66 -1.26
H 0.30 1.12 -2.22
H 2.99 -1.73 -1.40
C 3.22 -2.67 -2.07
O -3.30 -0.70 -1.99
C 5.17 0.08 -2.50
C -4.31 -1.70 -2.42
```

Summary:
Total charge = +1
Spin multiplicity = 1
HOMO level = -10.504 eV

Atom charges from the Löwdin analysis, given in e for atoms 1 to 2: 0.86 0.13

---

# 10
# CH8O2P4

CH8O2P4 in the gas phase at a distorted geometry (the ωB97M-V functional and the def2-TZVPD basis, the OMol25 dataset).

```
15
Properties=species:S:1:pos:R:3
P 0.47 -1.45 0.03
H -2.28 -1.17 0.93
H 0.81 2.24 1.23
H -0.62 -0.76 2.17
O 1.49 -2.59 0.13
H 0.17 -2.43 -2.22
O 1.14 0.33 0.80
H -0.66 3.04 -0.33
P -0.91 1.61 -0.42
C 0.81 1.50 0.28
P -1.23 -1.81 1.47
H -1.49 1.56 0.79
P -0.26 -1.23 -2.07
H 1.06 -0.84 -2.40
H 1.50 2.02 -0.40
```

Summary:
Energy above the lowest of the compared OMol25 structures with the same formula, charge and spin = 0.0 kJ/mol
SMILES = O=P(P)(P)OCP
Spin multiplicity = 1
HOMO level = -9.389 eV

Atom charges from the Löwdin analysis, given in e for atoms 1 to 2: 0.36 -0.20